{"formula": "C39H54Br2F4N2O15S2", "method": "ωB97M-V with the def2-TZVPD basis set", "gap_ev": 7.60, "total_charge": 0, "e_lumo_ha": -0.0190, "species": ["C", "C", "C", "C", "C", "C", "C", "C", "C", "F", "Br", "C", "F", "F", "Br", "C", "C", "C", "F", "C", "N", "S", "N", "C", "C", "C", "S", "C", "C", "H", "H", "H", "H", "H", "H", "H", "H", "H", "H", "H", "H", "H", "H", "H", "H", "H", "H", "H", "H", "H", "H", "H", "H", "C", "C", "C", "O", "C", "O", "O", "H", "H", "H", "H", "H", "H", "C", "C", "C", "O", "C", "O", "O", "H", "H", "H", "H", "H", "H", "C", "C", "C", "O", "C", "O", "O", "H", "H", "H", "H", "H", "H", "C", "C", "C", "O", "C", "O", "O", "H", "H", "H", "H", "H", "H", "C", "C", "C", "O", "C", "O", "O", "H", "H", "H", "H", "H", "H"], "positions_angstrom": [[-0.7074, -2.7215, 2.6742], [-2.0740, -2.8049, 1.9251], [-2.5744, -1.4127, 1.3862], [-2.0611, -1.2777, -0.0822], [-2.1463, 0.1244, -0.7041], [-0.8741, 0.7465, -1.1473], [0.4481, 0.0034, -0.9317], [0.7878, -0.1436, 0.6000], [2.0271, 0.6116, 1.0774], [2.3062, 0.1637, 2.3609], [3.6212, 0.2181, 0.0286], [1.8260, 2.1979, 1.1958], [2.7162, 2.8332, 0.4094], [0.5712, 2.5511, 0.8927], [2.1851, 2.8215, 3.0317], [-0.8076, 1.9782, -1.7447], [0.4913, 2.6213, -2.2421], [0.8467, 2.0875, -3.6720], [2.1187, 1.4962, -3.7109], [-2.0173, 2.7361, -1.9648], [-2.1629, 3.9100, -2.5366], [-3.7734, 4.2562, -2.4710], [-4.2736, 2.9219, -1.7116], [-3.2484, 2.0993, -1.4806], [-3.3446, 0.8069, -0.8577], [-4.6144, 0.1301, -0.3362], [-6.2169, 0.8170, -0.8552], [-6.7562, 1.7571, 0.6305], [-7.8145, 0.9269, 1.4529], [-0.5793, -1.7147, 3.0971], [0.0930, -2.9811, 1.9609], [-0.6832, -3.5082, 3.4486], [-1.9900, -3.4745, 1.0492], [-2.8650, -3.2345, 2.5652], [-3.6713, -1.5012, 1.3872], [-2.2717, -0.5885, 2.0518], [-2.6911, -1.9414, -0.7106], [-1.0526, -1.7121, -0.1123], [0.3147, -1.0265, -1.3101], [1.2857, 0.4224, -1.4998], [-0.1190, 0.1245, 1.1662], [0.9915, -1.2121, 0.7919], [1.3588, 2.3926, -1.6094], [0.3332, 3.7044, -2.3549], [0.1145, 1.3195, -3.9775], [0.7949, 2.8869, -4.4291], [-4.5890, 0.1310, 0.7648], [-4.6037, -0.9359, -0.6281], [-5.8997, 1.8983, 1.3154], [-7.1294, 2.7516, 0.3647], [-7.4917, 0.7478, 2.4902], [-7.8904, -0.0530, 0.9536], [-8.8098, 1.4008, 1.4143], [0.3818, 3.0094, 7.3933], [-0.3397, 1.7199, 7.0827], [-0.6069, 1.5047, 5.6158], [-1.7871, 0.6970, 5.6367], [-2.4493, 0.9897, 6.7902], [-3.5598, 0.6488, 7.0318], [-1.6678, 1.7286, 7.6237], [0.5401, 3.1063, 8.4679], [1.3502, 3.0471, 6.8930], [-0.2128, 3.8707, 7.0843], [0.1980, 0.8727, 7.5190], [0.2074, 0.9849, 5.1129], [-0.8275, 2.4291, 5.0752], [6.0586, -2.5471, -2.3497], [5.5137, -3.3548, -1.1954], [5.4189, -4.8333, -1.4679], [4.3319, -5.2261, -0.6207], [3.5350, -4.1398, -0.4678], [2.4437, -4.1659, 0.0108], [4.1411, -3.0208, -0.9314], [6.0965, -1.4882, -2.0892], [7.0631, -2.8749, -2.6186], [5.4094, -2.6330, -3.2234], [6.0914, -3.1525, -0.2887], [6.3286, -5.3680, -1.2024], [5.1558, -5.0676, -2.5026], [-9.2553, 1.5089, -5.3587], [-8.8192, 2.7663, -4.6460], [-7.3268, 2.9793, -4.6318], [-7.1400, 3.7307, -3.4308], [-8.1574, 3.3999, -2.5930], [-8.2004, 3.6892, -1.4416], [-9.1170, 2.6941, -3.2455], [-10.3413, 1.4128, -5.3286], [-8.9343, 1.5174, -6.4009], [-8.8477, 0.6237, -4.8673], [-9.3418, 3.6346, -5.0586], [-6.9744, 3.5392, -5.4965], [-6.7575, 2.0492, -4.5516], [2.4771, -3.4973, 4.8263], [3.9216, -3.5210, 4.3873], [4.1427, -4.1641, 3.0439], [5.4780, -4.6658, 3.1626], [5.6979, -4.9017, 4.4850], [6.6263, -5.5037, 4.9147], [4.7092, -4.3587, 5.2456], [2.3857, -3.0243, 5.8051], [1.8598, -2.9484, 4.1136], [2.0862, -4.5111, 4.9294], [4.3421, -2.5112, 4.4208], [4.0682, -3.4523, 2.2233], [3.4716, -5.0043, 2.8487], [5.5783, 1.6682, -4.3730], [7.0246, 1.6684, -4.8024], [7.2652, 1.0497, -6.1550], [8.6034, 0.5594, -6.0310], [8.8139, 0.3046, -4.7111], [9.7437, -0.2962, -4.2820], [7.8136, 0.8254, -3.9505], [5.4766, 2.1239, -3.3873], [4.9554, 2.2194, -5.0777], [5.1987, 0.6483, -4.2874], [7.4345, 2.6814, -4.7498], [7.1919, 1.7718, -6.9660], [6.6042, 0.2052, -6.3677]], "forces_ev_per_a": [[-0.7, -0.8, -0.6], [-0.1, 0.7, 0.1], [0.0, -1.5, -0.3], [-0.8, 0.4, 0.1], [0.8, 0.5, -0.2], [0.1, 0.2, -0.2], [-0.6, -0.7, 0.5], [0.1, -0.4, -1.0], [-0.4, 0.3, 0.9], [-0.2, -0.2, -0.6], [-0.3, -0.1, 0.1], [0.9, -0.5, 0.7], [-1.0, 0.2, 0.0], [0.5, 0.0, -0.3], [-0.2, 0.1, -0.4], [0.5, 0.8, -0.3], [-0.2, -0.5, -1.0], [-0.8, 0.0, 0.1], [-0.2, 0.3, 0.1], [-0.1, -2.4, 1.0], [-0.6, 0.4, -0.1], [0.9, -1.1, 0.5], [-0.4, 0.3, -0.2], [-0.4, 1.6, -0.6], [1.1, -0.9, 0.3], [0.0, 0.4, 0.0], [-0.2, 0.1, 0.2], [0.0, -0.6, 1.2], [0.1, 0.0, -0.8], [0.2, -0.4, 0.0], [0.0, 0.4, 0.4], [0.1, 0.6, -0.1], [0.0, 0.1, 0.4], [0.5, 0.2, -0.1], [0.5, 0.4, 0.1], [-0.1, -0.2, -0.3], [0.3, 0.1, 0.3], [-0.4, 0.4, -0.1], [0.2, 0.5, 0.0], [-0.4, -0.1, 0.2], [0.6, 0.1, 0.2], [0.1, 0.5, 0.1], [-0.4, 0.4, -0.1], [0.2, -0.4, 0.5], [0.4, 0.1, 0.1], [0.3, -0.2, 0.3], [-0.1, 0.1, -0.5], [0.0, 0.5, 0.0], [-0.1, 0.1, -0.7], [0.1, -0.4, -0.2], [-0.2, 0.3, -0.3], [-0.2, 0.3, 0.4], [0.4, -0.2, 0.2], [-0.2, 0.2, 0.3], [0.5, 0.6, 0.1], [0.2, -0.2, -0.3], [-0.1, 0.1, 0.2], [-0.3, 0.0, 0.1], [0.1, 0.0, 0.0], [-0.1, -0.3, -0.3], [0.1, 0.0, 0.0], [0.0, -0.1, 0.0], [0.0, -0.1, -0.1], [-0.1, -0.1, -0.1], [-0.1, -0.1, 0.0], [0.1, 0.1, 0.1], [-0.3, 0.4, 0.0], [0.5, 0.3, -0.6], [0.3, -0.3, 0.1], [-0.2, 0.3, 0.0], [-0.2, -0.1, 0.0], [0.1, 0.1, 0.1], [-0.1, -0.4, 0.2], [0.1, 0.0, 0.0], [0.0, 0.0, 0.1], [0.0, -0.2, 0.0], [-0.1, -0.1, 0.0], [-0.1, -0.1, 0.1], [0.0, 0.1, 0.0], [-0.3, -0.2, 0.3], [-0.1, -0.6, -0.5], [0.3, 0.2, -0.2], [-0.2, -0.1, 0.1], [0.1, 0.0, 0.3], [-0.1, 0.1, -0.1], [0.3, 0.3, 0.1], [0.0, 0.1, -0.1], [0.0, 0.1, 0.0], [0.1, 0.1, 0.0], [0.1, 0.1, 0.1], [0.1, 0.1, 0.1], [-0.1, -0.1, 0.0], [0.0, -0.1, 0.4], [-0.7, 0.1, 0.1], [0.0, 0.1, -0.4], [0.0, 0.0, 0.3], [0.2, -0.1, 0.1], [0.0, 0.1, 0.0], [0.3, 0.0, -0.4], [0.0, 0.1, -0.1], [0.1, 0.0, 0.0], [0.0, 0.0, -0.1], [0.1, 0.0, -0.1], [0.2, -0.1, 0.0], [-0.1, 0.1, 0.1], [0.0, -0.1, 0.4], [-0.8, 0.1, 0.1], [0.1, 0.1, -0.3], [-0.1, 0.0, 0.3], [0.2, -0.1, 0.1], [-0.1, 0.0, 0.0], [0.3, -0.1, -0.3], [0.0, 0.1, -0.1], [0.1, 0.0, 0.0], [0.0, 0.0, -0.1], [0.1, -0.1, -0.1], [0.2, -0.1, 0.0], [-0.1, 0.0, 0.1]], "mulliken_charge": [-0.379, -1.278, -0.124, -1.707, 0.100, 0.794, -1.667, -0.309, 0.642, -0.254, -0.043, 0.383, -0.219, -0.157, -0.166, 0.130, -0.879, -0.462, -0.266, 0.592, -0.749, 0.058, -0.353, 0.846, 0.263, -0.887, -0.248, -0.545, -1.077, 0.084, -0.060, 0.546, 0.384, 0.416, 0.292, 0.429, 0.660, 0.383, 0.467, 0.613, 0.316, -0.183, -0.219, 0.717, 0.256, 0.328, 0.206, 0.478, 0.356, 0.614, 0.269, 0.290, 0.314, -1.438, 0.542, -0.213, -0.248, 0.552, -0.535, -0.358, 0.369, 0.353, 0.358, 0.254, 0.159, 0.199, -1.577, 0.659, -0.611, -0.343, 0.566, -0.541, -0.100, 0.345, 0.431, 0.327, 0.200, 0.342, 0.338, -1.461, 0.469, -0.459, -0.196, 0.589, -0.545, -0.333, 0.356, 0.376, 0.345, 0.254, 0.320, 0.291, -1.324, 0.635, -0.063, -0.343, 0.570, -0.545, -0.383, 0.398, 0.201, 0.390, 0.239, -0.094, 0.282, -1.387, 0.547, -0.510, -0.331, 0.628, -0.529, -0.317, 0.358, 0.407, 0.258, 0.227, 0.331, 0.323]}